# 1
50
Properties=species:S:1:pos:R:3:mulliken_spin:R:1 method="wB97M-V/def2-TZVPD" s_squared=0.755 charge=+1 multiplicity=2 homo_energy_ev="-10.65 / -11.40" homo_lumo_gap_ev="7.67 / 8.47"
Ti -0.56152 -0.04115 1.48359 1.077
Cl -3.09220 1.46051 5.69687 0.000
Cl -1.83643 -3.59415 6.04012 -0.001
Cl -2.30592 -0.91505 7.32520 0.002
Cl -2.43150 1.50588 2.49441 0.003
Cl -0.34163 -3.58237 3.12160 0.001
S 0.98581 1.88412 0.90283 -0.010
N 1.31223 3.04050 -1.61488 0.003
N -0.76013 2.39088 -1.17084 0.006
N 1.15116 -1.32137 1.15625 0.003
C 2.96434 -0.60183 -2.57238 -0.001
C 0.52984 2.42159 -0.69386 -0.003
C -1.69356 -2.17896 5.03061 -0.004
C 0.97874 -0.96633 -1.27462 -0.009
C 1.80379 -1.13205 -0.13925 0.002
C 3.80008 -0.88756 -1.46779 0.002
C -2.63723 -1.24968 -0.21958 -0.028
C -2.31348 -2.49708 -2.19224 0.003
C -0.43898 -1.27443 -1.23044 -0.029
C 0.53844 3.49396 -2.77851 0.000
C -1.28149 -0.90327 -0.12752 -0.034
C 2.75685 3.11654 -1.59093 0.002
C -2.12844 -1.02622 5.67022 0.013
C -1.13028 -2.20592 3.71421 0.041
C -2.39341 0.11264 4.94322 -0.007
C -0.93990 -2.14196 -2.15157 0.000
C -3.17556 -2.01064 -1.21290 -0.004
C 1.60698 -0.79889 -2.52190 0.001
C -2.02628 0.06858 3.59552 0.021
C -1.32652 -0.99287 3.03274 -0.072
C 3.20614 -1.13356 -0.22421 0.001
C -0.85249 2.98105 -2.44076 -0.001
H -1.16524 2.24826 -3.19324 0.000
H -2.53833 -3.20916 -2.97626 0.000
H 3.12965 3.80403 -0.82999 0.000
H 3.22735 3.37502 -2.55703 0.000
H 4.90654 -0.92734 -1.57614 0.000
H 0.79325 -2.27506 1.41242 0.003
H -1.67284 3.72101 -2.40727 0.000
H -0.23467 -2.54158 -2.90279 0.000
H 1.00119 -0.89030 -3.41441 0.000
H 3.17482 2.09519 -1.39103 -0.001
H 1.76119 -1.04378 1.97609 0.009
H -3.24329 -0.98518 0.72667 0.000
H -1.58585 2.03862 -0.65358 0.010
H 0.86323 3.06251 -3.73665 0.000
H 0.58713 4.58816 -2.96971 0.000
H 3.45600 -0.28962 -3.48866 0.000
H -4.24894 -2.29881 -1.21162 0.000
H 3.82136 -1.49292 0.60997 0.000

---

# 2
50
Properties=species:S:1:pos:R:3:mulliken_charge:R:1 method="wB97M-V/def2-TZVPD" de_lowest_kj_mol=0.0 multiplicity=1 homo_energy_ev=-9.04 homo_lumo_gap_ev=8.77
Rh -0.35958 -0.64374 1.02909 0.140
Cl -3.39830 1.00645 5.46587 -0.201
O -0.89894 -2.33612 0.01067 -0.527
O -1.02021 0.76655 -0.35718 -0.848
O -0.39000 -4.52043 -0.05831 -0.674
O 2.09889 0.61584 3.95671 -0.674
O 0.94400 -0.13485 -0.41489 -0.786
O 0.53060 0.63930 2.35134 -0.537
N 0.76880 -1.90953 1.94722 0.648
N -1.98242 -0.86461 2.30228 0.345
C 1.96109 2.03648 -3.92539 -0.867
C 2.55782 -3.59999 3.00387 -0.219
C -1.85655 2.64770 -2.07311 -1.375
C -4.23540 -1.03373 3.89452 -0.103
C 1.43405 0.07213 3.10410 0.490
C 1.05565 2.94103 -4.45483 0.431
C -3.25153 -0.09463 4.14616 -0.163
C -2.92894 -1.77189 2.03571 -0.332
C 1.68579 1.29207 -2.78451 0.548
C 1.61005 -1.42358 2.85149 0.350
C 0.10616 0.68455 -0.94384 1.518
C 0.77322 -3.15687 1.49462 0.333
C 2.53913 -2.27273 3.42178 -0.797
C -2.13457 -0.02769 3.33328 -0.424
C -0.24394 -3.40269 0.38205 0.483
C -4.06473 -1.88204 2.81537 -0.835
C 2.75726 0.34243 -2.31504 -1.315
C 1.38883 3.75085 -5.67578 -1.528
C 0.43845 1.46625 -2.15023 0.560
C -0.50043 2.38257 -2.67318 0.695
C -0.16574 3.09604 -3.81495 -0.791
C 1.67844 -4.05568 2.02599 -0.799
H -2.47363 1.75052 -2.06558 0.243
H -5.11201 -1.08733 4.52504 0.446
H 1.68536 -5.07335 1.66254 0.574
H 3.22485 -1.88318 4.16059 0.574
H 2.91864 1.89955 -4.41449 0.284
H -0.88726 3.79838 -4.21710 0.331
H -1.35025 0.70048 3.49072 0.711
H 3.08628 0.57573 -1.30380 0.239
H -2.36235 3.41767 -2.65427 0.409
H 3.27869 -4.28355 3.43269 0.436
H 1.63154 4.77874 -5.39844 0.296
H -4.80746 -2.62716 2.56982 0.415
H 0.54384 3.78901 -6.36372 0.373
H 2.40103 -0.68645 -2.29799 0.255
H -2.75200 -2.39998 1.17324 0.622
H 3.61278 0.40542 -2.98614 0.422
H 2.24578 3.33605 -6.20464 0.367
H -1.78077 2.98005 -1.03935 0.257

---

# 3
54
Properties=species:S:1:pos:R:3:mulliken_spin:R:1 method="wB97M-V/def2-TZVPD" s_squared=2.016 de_lowest_kj_mol=43.0 multiplicity=3 homo_energy_ev="-5.98 / -7.71" homo_lumo_gap_ev="5.88 / 7.50"
Se -2.56217 2.24342 0.30869 0.003
Se 0.88671 2.05924 1.07031 0.039
Ti -0.08038 -0.36119 0.23792 1.806
S 0.81922 -2.63137 -0.44182 -0.021
F 4.71186 -2.65490 -3.80253 0.000
F 4.67552 0.69615 -0.50762 0.000
F 5.85356 -0.46879 -2.67979 0.000
F 2.39820 -0.34703 0.50549 0.027
F 2.45159 -3.67556 -2.82464 0.000
O -3.32813 -2.59783 1.14088 0.030
O -3.80832 -0.51423 -1.09612 0.002
N -0.38813 0.02076 -1.82113 -0.121
N -0.32024 -1.00727 2.17138 -0.157
N -1.88522 -1.09372 0.09287 0.045
C 0.46746 -0.87184 3.26488 0.122
C 4.14584 -2.09209 -2.73375 0.002
C 2.97513 -2.61365 -2.21034 0.022
C 0.46944 0.20040 -2.83017 0.050
C -1.66737 -0.24371 -2.13730 0.043
C 1.12199 3.14419 -0.51947 0.023
C -3.31207 1.37204 1.87202 0.016
C 2.98063 -0.95632 -0.56938 -0.012
C -1.59244 3.64001 1.19810 -0.004
C -2.12885 -0.30111 -3.43478 -0.016
C 4.73199 -0.97745 -2.16527 0.000
C -2.61390 -0.64458 -0.98935 -0.017
C 0.09997 0.12332 -4.16194 -0.009
C -0.38308 3.19067 1.99978 0.007
C -1.34817 -1.89019 2.27328 0.134
C 0.29813 -1.61212 4.41207 -0.037
C -1.22419 -0.12427 -4.46956 0.023
C 4.13812 -0.39448 -1.06293 -0.035
C -2.32754 -1.92239 1.11685 -0.027
C -0.72365 -2.55175 4.47725 0.083
C 2.33934 -2.05670 -1.10797 0.027
C -1.56371 -2.67617 3.38530 -0.041
H -0.86015 -3.16485 5.35848 0.008
H -2.28872 4.16457 1.85259 0.000
H 2.02120 2.78226 -1.01189 0.004
H -0.67262 2.60425 2.87141 0.002
H 0.97247 -1.45684 5.24353 -0.001
H 1.49486 0.41531 -2.55234 -0.015
H -3.17715 -0.50820 -3.60063 0.000
H 0.18608 4.05093 2.35016 -0.001
H -3.99664 0.61582 1.49139 0.001
H 1.27477 -0.15707 3.17801 -0.003
H -2.39993 -3.36201 3.36403 -0.001
H -3.86000 2.10003 2.46520 0.000
H 1.26879 4.18329 -0.23418 -0.002
H -2.53793 0.89077 2.46537 -0.001
H -1.30155 4.33437 0.41124 -0.001
H 0.84961 0.25041 -4.93093 0.000
H -1.54700 -0.19166 -5.50077 0.003
H 0.26677 3.03916 -1.18186 0.000

---

# 4
48
Properties=species:S:1:pos:R:3:mulliken_charge:R:1 method="wB97M-V/def2-TZVPD" multiplicity=1 smiles="O=C(CSc1ccc2nnc(-c3ccc(F)cc3)n2n1)N1CCCc2ccccc21" homo_energy_ev=-8.43 homo_lumo_gap_ev=8.08
S -2.09994 0.30308 2.27423 -0.191
F 5.41603 -2.89552 0.79263 -0.335
O -4.77467 -1.59078 0.89162 -0.652
N 0.17077 1.02155 1.27980 -1.103
N 1.02690 1.86482 0.72445 0.785
N 2.74396 2.80090 -0.23211 -0.340
N 1.78215 3.70543 -0.22952 -0.935
N -2.94603 -1.23687 -0.37452 0.106
C -0.29668 -2.35119 -0.65756 -0.505
C 3.40409 -1.77259 1.27196 -0.508
C -0.57306 3.64680 0.60203 -0.881
C 4.38442 0.44674 -0.08923 -0.544
C 2.62707 -0.63457 1.16694 -0.282
C -3.63984 0.45813 1.28648 -0.578
C -1.93701 -0.43402 -0.93707 -0.530
C -1.46120 2.78479 1.16895 -0.272
C 3.11009 0.48096 0.48226 0.218
C 2.32281 1.68457 0.33588 0.506
C 5.16473 -0.68627 0.01353 -0.667
C -1.45463 -3.07324 0.02877 -0.672
C 0.72362 3.16912 0.33941 0.780
C 0.32946 -0.15639 -1.66898 -0.680
C 0.04161 1.11250 -2.13554 -0.810
C -3.85863 -0.86664 0.56254 0.560
C 4.66071 -1.78319 0.69276 0.289
C -2.76941 -2.65855 -0.62563 -1.071
C -1.25293 1.59669 -2.04251 -0.808
C -0.64512 -0.94904 -1.07549 1.282
C -1.03682 1.46115 1.47856 0.260
C -2.23767 0.82195 -1.46052 -0.312
H -3.25841 1.17573 -1.44341 0.749
H -2.46185 3.09678 1.42062 0.526
H 4.73963 1.32189 -0.60893 0.504
H -3.54932 1.31611 0.63180 0.326
H -1.32124 -4.15289 -0.03785 0.444
H -2.74250 -2.83431 -1.70453 0.366
H 0.57802 -2.32714 -0.00448 -0.059
H 0.81660 1.71573 -2.58375 0.332
H -1.49586 -2.79984 1.08529 0.284
H -1.49868 2.57129 -2.43663 0.426
H 1.64710 -0.60509 1.61589 0.663
H -4.46529 0.59444 1.98439 0.441
H 3.05084 -2.64531 1.79874 0.510
H 6.15059 -0.73227 -0.42097 0.458
H -0.00619 -2.89920 -1.55987 0.407
H -3.62097 -3.18304 -0.19139 0.489
H 1.33158 -0.54955 -1.76451 0.531
H -0.81884 4.66635 0.35550 0.491

---

# 5
51
Properties=species:S:1:pos:R:3:mulliken_charge:R:1 method="wB97M-V/def2-TZVPD" de_lowest_kj_mol=33.8 charge=-1 multiplicity=1 homo_energy_ev=-4.99 homo_lumo_gap_ev=7.52
Sr -2.25350 -1.41911 -0.33983 1.566
P -3.64466 -3.42540 -1.75812 0.720
P -2.02463 -4.23230 0.67512 0.843
P 0.43958 0.46410 -0.83754 0.296
O -0.42093 -4.32533 0.71659 -0.298
O -3.41230 -2.02658 -2.26716 -0.819
O -2.65005 -5.53324 0.94182 -0.748
O -2.38179 -2.93060 1.35517 -0.781
O -4.68598 -3.66360 -0.74027 -0.646
O -3.65575 -4.42219 -2.99987 -0.503
O -2.17411 -3.79952 -0.98804 -0.368
C 4.44758 1.27345 -3.00381 -0.406
C 1.05780 3.11335 -0.03799 -0.425
C -0.52478 4.55143 1.07579 -0.915
C -1.49872 3.52032 1.05034 0.723
C 1.73688 -2.13594 2.80532 -0.495
C -1.17557 2.27602 0.47108 -0.618
C 0.71699 4.35627 0.54683 -0.818
C 2.05664 1.04808 -2.98670 -0.525
C -3.69338 2.66674 1.55003 -0.883
C 3.23241 1.32100 -3.67056 -0.663
C 3.29606 0.70265 -0.97281 0.201
C 4.47639 0.96256 -1.65147 -0.689
C 0.98084 -0.99237 3.00330 -0.729
C 1.68755 -1.73515 0.43592 -0.232
C 0.60551 -0.20918 1.92096 -0.107
C -2.08733 1.16891 0.41090 0.764
C 0.13752 2.10284 -0.06744 0.524
C 2.06787 0.73861 -1.62944 -0.143
C -3.32421 1.42421 0.95972 -0.073
C 2.08690 -2.50260 1.51376 -0.697
C -2.79753 3.69225 1.59742 -0.799
C 0.96185 -0.55979 0.62017 0.329
H 3.19695 1.55914 -4.72453 0.395
H 1.95895 -2.06465 -0.56198 0.403
H 0.67720 -0.69979 3.99883 0.400
H -4.12684 -5.24106 -2.78650 0.343
H 2.04623 2.97701 -0.46022 0.329
H 3.33104 0.47487 0.08550 0.448
H 5.36901 1.47548 -3.53418 0.371
H 1.45314 5.14999 0.56896 0.388
H -0.10889 -5.23860 0.76499 0.268
H -0.78120 5.50470 1.52349 0.337
H -4.10599 0.66085 0.97584 0.215
H 2.65324 -3.40763 1.34058 0.445
H -4.68377 2.79539 1.96753 0.361
H -3.05894 4.64201 2.04897 0.330
H 2.03518 -2.74799 3.64558 0.353
H 0.02409 0.68592 2.09725 0.274
H 5.41889 0.92733 -1.12169 0.388
H 1.11854 1.07713 -3.52762 0.367

---

# 6
52
Properties=species:S:1:pos:R:3:mulliken_charge:R:1 method="wB97M-V/def2-TZVPD" de_lowest_kj_mol=0.0 multiplicity=1 homo_energy_ev="-5.30 / -5.29" homo_lumo_gap_ev="4.98 / 4.96"
Ni 0.62585 -1.54245 -1.54754 -0.343
S 0.88119 1.85637 -4.49802 -0.216
F 0.01159 -4.83563 -2.95655 -0.274
F 0.06120 -2.81219 -3.95015 -0.264
N -1.97664 1.78529 -0.03075 -0.375
N -0.74012 3.78265 -0.40955 -0.560
N 0.85134 0.03096 -2.71362 -0.035
N -1.01569 -1.99538 -0.64431 -0.203
N 1.59001 -0.12138 -0.12652 -0.039
N 1.98889 2.05278 0.15686 0.100
C -1.35669 3.15061 1.80253 -0.684
C -3.05943 -3.18617 -0.22665 -0.893
C 2.14451 1.47738 1.40003 0.572
C 2.48499 1.10831 3.70528 -0.442
C -3.44475 -2.26948 0.73323 -0.648
C 2.23677 -0.25964 3.52098 -0.672
C -1.85652 -3.01805 -0.89036 -0.148
C -2.93654 -0.22853 2.04660 -0.665
C -2.61835 1.06286 2.20726 -0.913
C -1.40526 -1.12171 0.29665 0.230
C 1.93931 -0.77807 2.27442 -0.833
C 1.64810 1.05262 -0.70654 0.279
C -1.95674 1.99612 1.29261 1.294
C 1.40868 2.27402 -2.92338 0.132
C -0.75628 4.00763 0.90358 -0.270
C 1.92535 -3.42459 -2.21184 -0.800
C -1.37557 2.68014 -0.80009 -0.307
C 2.44308 2.00315 2.65103 -1.120
C 1.89668 0.10861 1.20141 0.407
C 1.33039 1.18276 -2.11335 -0.642
C -2.60212 -1.18883 0.99286 0.412
C 0.58285 0.25072 -3.96956 -0.122
B 0.59857 -3.61971 -3.00220 0.440
H -1.35344 3.35631 2.86402 0.395
H -1.39855 2.48718 -1.86921 0.576
H -1.55486 -3.72474 -1.64894 0.398
H -3.67917 -4.03814 -0.47317 0.404
H 2.05796 -2.51723 -1.56201 0.233
H 1.73661 -1.82990 2.11602 0.446
H 2.78059 -3.37977 -2.89581 0.392
H 2.71539 1.47219 4.69875 0.401
H 0.18912 -0.51310 -4.62392 0.450
H -3.51308 -0.66764 2.85640 0.390
H 2.06827 -4.27379 -1.54354 0.315
H -0.25984 4.91078 1.24547 0.462
H 2.01003 3.03275 -0.06286 0.327
H 2.63325 3.05924 2.80104 0.437
H -2.90147 1.51784 3.15055 0.347
H -4.38087 -2.37764 1.26807 0.452
H 1.72703 3.27384 -2.67200 0.388
H 2.27924 -0.91824 4.37923 0.404
H -0.70489 -0.33111 0.50755 0.382

---

# 7
50
Properties=species:S:1:pos:R:3:mulliken_charge:R:1 method="wB97M-V/def2-TZVPD" de_lowest_kj_mol=98.3 multiplicity=1 homo_energy_ev="-7.66 / -7.75" homo_lumo_gap_ev="6.57 / 6.67"
I -2.90303 0.39891 -2.45435 0.119
Rh -1.16081 -1.07048 -1.00720 0.492
Br -5.77700 -1.91502 1.60227 -0.165
O -3.37716 -4.01041 0.93237 -0.621
O 1.06018 -1.87075 -1.50058 -0.519
O -2.26831 -2.77505 -0.57092 -0.771
O 2.97593 2.47846 0.95601 -0.483
N -0.17214 0.74184 -0.82245 -0.028
N 4.63274 -1.30327 -1.21989 -0.629
C -2.91507 -1.72083 1.41866 0.501
C 2.23105 0.09352 -0.91863 0.375
C 3.46882 0.71145 -0.68470 0.444
C -1.06144 1.83418 -0.52352 0.458
C -2.83486 3.93079 0.04759 -0.572
C 2.24736 -1.25543 -1.27358 0.240
C -4.07578 -1.16084 1.94034 0.117
C 4.61752 -0.04435 -0.79749 -0.981
C 3.62670 -3.26255 -2.14385 -1.478
C -3.19979 2.92998 -0.84118 -0.566
C -1.59492 3.87536 0.66344 -0.939
C 1.05991 0.98425 -0.77254 -0.008
C -2.88101 -2.96910 0.54390 0.148
C 0.89282 -3.25574 -1.06396 -0.737
C -1.70667 -1.08040 1.68985 -0.267
C 3.48425 -1.90766 -1.49612 0.882
C -2.31835 1.89913 -1.10867 -0.101
C 3.60740 2.16331 -0.28654 -0.952
C -2.82015 0.62582 2.94927 -0.526
C -0.72133 2.83638 0.38279 -0.071
C -4.03466 0.00730 2.69161 -0.562
C -1.64810 0.07650 2.45241 -0.792
H -0.69286 0.54570 2.66142 0.442
H -0.16476 -3.39797 -0.86331 0.256
H 4.66010 -3.35044 -2.46776 0.403
H 1.46860 -3.42989 -0.15688 0.401
H 4.66780 2.41450 -0.24977 0.391
H -4.16977 2.94837 -1.32101 0.410
H -1.30429 4.63471 1.37873 0.387
H -4.95732 0.42977 3.06808 0.415
H -3.52306 4.73859 0.26347 0.412
H 1.32043 2.01972 -0.59686 0.685
H 5.58494 0.39554 -0.57397 0.328
H 3.29126 1.85934 1.62289 0.352
H 3.15136 2.81725 -1.02836 0.395
H -0.78928 -1.53945 1.34531 0.802
H 1.19464 -3.94525 -1.84141 0.326
H 2.97361 -3.35795 -3.01191 0.389
H 3.41772 -4.08352 -1.45977 0.305
H -2.79262 1.53173 3.54423 0.416
H 0.22939 2.78391 0.90252 0.478

---

# 8
52
Properties=species:S:1:pos:R:3:mulliken_charge:R:1 method="wB97M-V/def2-TZVPD" de_lowest_kj_mol=0.0 multiplicity=1 homo_energy_ev=-9.01 homo_lumo_gap_ev=8.67
Te 1.21252 -1.00201 -2.76925 0.419
In -0.05507 0.21144 -0.36022 1.442
Br 2.38138 7.04698 -2.49735 -0.173
O 0.61237 -1.67687 3.31130 -0.710
O -0.12936 2.17354 0.94003 -0.850
O 0.47841 2.15746 -1.16967 -0.653
O -3.20764 -2.33867 -0.10413 -0.677
O -1.92219 -0.63221 -0.71999 -0.714
N -0.06880 -1.19328 1.17624 -0.073
N 0.92780 6.22252 1.25697 -0.627
N 2.19415 0.16324 0.62970 -0.429
C -0.80101 -0.75342 -6.60211 -0.526
C 1.67806 1.78778 -3.97549 -0.020
C 0.71209 4.20716 -0.00792 -0.060
C 3.73821 3.03297 -3.85186 -0.313
C 2.41285 2.93138 -4.25457 -0.775
C 1.25869 4.81677 -1.12865 -0.160
C 0.14795 -0.84353 -5.59634 -0.441
C 1.63004 6.13924 -1.02017 -0.073
C -1.31229 -1.92972 1.27058 -0.444
C -0.26668 -0.85022 -4.26879 0.176
C 3.61860 0.81918 -2.92164 -0.468
C 1.92810 -0.15858 2.05016 -0.563
C 1.45164 6.80695 0.18426 -0.107
C -2.55336 -0.73046 -4.95434 -0.643
C 0.56548 4.94732 1.15870 -0.215
C -2.23974 -1.63916 0.08132 0.381
C 4.33971 1.97676 -3.18360 -0.653
C 2.28905 0.73305 -3.31296 0.140
C 0.74107 -1.10510 2.23700 0.506
C -1.61257 -0.80083 -3.93268 -0.343
C -2.15201 -0.70016 -6.28045 -0.478
C 0.31625 2.77535 -0.05822 0.721
H -3.60476 -0.70091 -4.70089 0.432
H -0.48450 -0.73586 -7.63673 0.382
H 0.63926 1.72593 -4.27074 0.466
H 1.68370 0.77036 2.56594 0.208
H 1.20081 -0.89481 -5.84604 0.421
H 0.13827 4.48594 2.04060 0.508
H 1.74105 7.84610 0.28494 0.366
H 4.10468 -0.01441 -2.42664 0.436
H 5.37641 2.04427 -2.88040 0.417
H -1.93724 -0.82313 -2.89881 0.549
H 2.70952 -0.60021 0.20372 0.265
H 4.30019 3.93459 -4.05537 0.427
H -1.14621 -3.00772 1.30024 0.344
H 2.77699 0.99042 0.55754 0.186
H -1.86300 -1.67128 2.17976 0.315
H 2.78525 -0.61138 2.54804 0.430
H -2.89150 -0.64231 -7.06821 0.383
H 1.94054 3.75527 -4.77490 0.341
H 1.38732 4.25740 -2.04388 0.529

---

Record order is preserved below.
Strongest force on any atom: 4.02, 0.15, 2.11, 1.55, 2.70, 0.81, 2.03, 0.44 eV Å⁻¹